Below is C28H21Cl2N6Pt as an isolated structure, with properties calculated with ωB97M-V with the def2-TZVPD basis set.

ORCA input file:
```
! wB97M-V def2-TZVPD RIJCOSX def2/J DEFGRID3
* xyz -1 1
Pt -0.921 -0.658 0.013
C 0.494 -4.320 -1.753
C 0.070 -2.990 -1.589
N -0.266 -2.512 -0.413
C -0.227 -3.314 0.704
C 0.180 -4.656 0.610
C 0.552 -5.140 -0.666
C 0.183 -5.466 1.771
C -0.237 -4.927 2.955
C -0.647 -3.588 3.068
C -0.637 -2.735 1.969
N -1.000 -1.429 1.884
C -1.332 -0.514 2.841
C -1.308 -0.630 4.225
C -1.719 0.434 5.051
C -2.164 1.622 4.547
C -2.180 1.810 3.143
C -2.617 3.004 2.521
C -2.606 3.117 1.164
C -2.120 2.050 0.390
N -1.693 0.946 0.949
C -1.740 0.771 2.309
H 0.770 -4.662 -2.741
H 0.012 -2.296 -2.417
H 0.876 -6.170 -0.760
H 0.501 -6.498 1.698
H -0.261 -5.545 3.845
H -1.005 -3.243 4.022
H -0.947 -1.527 4.696
H -1.682 0.290 6.124
H -2.493 2.424 5.197
H -2.959 3.822 3.145
H -2.935 4.019 0.667
H -2.062 2.057 -0.695
Cl 2.147 -0.500 -1.176
C 1.353 -0.063 -2.692
C 2.182 -0.023 -3.795
C 1.755 0.477 -5.018
C 0.446 0.977 -5.075
C -0.382 0.913 -3.988
Cl -1.988 1.599 -4.154
C -0.064 0.304 -2.690
N -0.976 0.224 -1.776
H 3.207 -0.357 -3.672
H 2.409 0.503 -5.879
H 0.066 1.426 -5.985
C 2.335 3.150 -2.672
N 1.987 3.335 -1.276
C 2.739 3.963 -0.316
C 1.987 3.925 0.824
N 0.789 3.304 0.583
C 0.830 2.955 -0.683
H 2.486 4.118 -3.154
H 1.527 2.622 -3.174
H 3.239 2.550 -2.761
H 3.718 4.357 -0.528
H 2.239 4.311 1.799
H 0.084 2.384 -1.220
*
```

Calculated values
lowest unoccupied orbital energy: 0.089 Eh
orbital gap: 5.12 eV
relative energy (zero: lowest compared OMol25 entry of this formula, charge and spin): 0.00 kcal/mol

Below is C28H21N9O2PtS as an isolated structure in a non-equilibrium geometry, with properties calculated with ωB97M-V with the def2-TZVPD basis set.

ORCA input file:
```
! wB97M-V def2-TZVPD RIJCOSX def2/J DEFGRID3
* xyz 0 1
Pt 0.050 0.435 0.680
C -1.351 0.636 4.739
C -0.228 0.850 5.549
C 0.995 0.856 4.949
C 1.119 0.700 3.539
N 0.002 0.528 2.757
C -1.179 0.474 3.385
N 2.358 0.750 3.082
C 2.763 0.717 1.835
N 1.975 0.687 0.709
C 2.784 0.713 -0.404
N 2.418 0.706 -1.666
C 1.201 0.661 -2.170
C 1.134 0.820 -3.585
C -0.064 0.841 -4.232
C -1.223 0.650 -3.463
C -1.105 0.463 -2.110
N 0.053 0.477 -1.430
C 4.147 0.778 0.021
C 5.339 0.853 -0.688
C 6.511 0.925 0.034
C 6.504 0.927 1.435
C 5.327 0.856 2.151
C 4.138 0.779 1.436
H -2.342 0.581 5.158
H -0.337 0.986 6.616
H 1.911 0.981 5.503
H -2.052 0.282 2.780
H 2.069 0.942 -4.106
H -0.130 0.986 -5.300
H -2.200 0.637 -3.919
H -2.005 0.292 -1.540
H 5.320 0.857 -1.767
H 7.456 0.988 -0.485
H 7.444 0.993 1.961
H 5.312 0.861 3.230
N -1.444 -4.341 -4.341
C -1.639 -3.706 -3.144
C -0.579 -3.579 -2.237
C -0.763 -2.910 -1.047
C -2.000 -2.371 -0.738
C -3.056 -2.467 -1.629
C -2.875 -3.134 -2.825
S -2.179 -1.615 0.867
O -3.484 -1.858 1.409
O -1.034 -2.019 1.649
N -1.895 -0.017 0.610
C -2.706 1.032 0.503
N -4.017 0.926 0.297
C -4.709 2.048 0.253
C -4.124 3.300 0.384
C -2.742 3.311 0.550
N -2.034 2.206 0.606
H -0.627 -4.922 -4.419
H -2.252 -4.633 -4.864
H 0.378 -4.019 -2.475
H 0.032 -2.809 -0.323
H -4.007 -2.026 -1.372
H -3.691 -3.230 -3.525
H -5.775 1.922 0.109
H -4.700 4.210 0.352
H -2.189 4.237 0.660
*
```

Calculated values
lowest unoccupied orbital energy: -0.042 Eh
orbital gap: 6.55 eV